1.
Density functional theory data (ωB97M-V with the def2-TZVPD basis set) for a molecular structure, C34H32F2N4OPbS4SbSeSi in a non-equilibrium geometry.

Calculated values
Charge: -1
Energy relative to the best compared isomer or geometry (same formula, charge and spin) in kcal/mol: 27.6
Orbital gap in eV: 5.5
2S+1: 1
Energy in eV: -177575.808
HOMO in eV: -4.230

```
81
Properties=species:S:1:pos:R:3:forces:R:3:mulliken_charge:R:1
Pb -1.526 0.899 -0.380 -0.459 -0.108 -0.236 0.397
C 0.438 -0.672 3.956 -0.150 0.315 -0.027 -1.210
Si -1.149 -0.111 3.051 -0.139 -0.826 0.528 0.225
C -1.738 -1.652 2.153 0.060 0.345 -0.025 -0.610
C -2.523 0.306 4.286 0.245 0.194 -0.130 -0.967
N -0.716 1.156 1.955 -0.705 -0.241 -1.709 0.959
C -0.323 2.411 2.312 0.091 0.362 -0.053 0.781
C -0.153 2.782 3.667 0.083 -0.146 -0.073 -0.867
C 0.296 4.026 4.063 0.010 0.098 0.004 -1.174
C 0.577 5.001 3.120 0.017 0.005 0.037 -0.805
C 0.422 4.685 1.780 0.075 -0.026 -0.112 -0.699
C -0.006 3.432 1.377 0.047 0.184 0.423 0.129
O -0.083 3.140 0.017 -0.184 -0.211 0.086 0.248
C -0.341 4.179 -0.861 0.034 0.307 -0.311 0.206
C 0.528 4.355 -1.926 0.083 -0.180 0.137 -0.432
C 0.275 5.338 -2.870 -0.050 0.054 -0.049 -0.653
C -0.847 6.144 -2.754 0.038 0.024 0.001 -0.499
C -1.702 5.974 -1.673 0.012 0.012 -0.026 -0.940
C -1.450 5.001 -0.722 -0.051 -0.134 0.172 -0.041
H 0.223 -1.439 4.704 -0.077 -0.002 0.003 0.442
H 0.952 0.152 4.455 0.039 -0.026 0.023 0.346
H 1.136 -1.108 3.235 -0.016 -0.023 -0.043 0.250
H -1.650 -2.522 2.809 0.083 0.057 0.108 0.432
H -1.156 -1.855 1.251 0.065 -0.100 0.012 -0.209
H -2.786 -1.554 1.869 0.003 0.002 -0.089 0.225
H -2.608 -0.456 5.065 0.101 -0.067 -0.027 0.361
H -3.475 0.337 3.751 0.028 0.017 -0.093 0.095
H -2.393 1.273 4.775 -0.013 -0.011 0.028 0.329
H -0.360 2.037 4.423 -0.032 0.059 0.003 0.316
H 0.428 4.238 5.117 -0.051 -0.032 0.012 0.387
H 0.918 5.985 3.411 0.008 0.000 -0.002 0.404
H 0.648 5.424 1.021 0.000 0.000 0.007 0.487
H 1.398 3.716 -2.006 0.012 -0.036 0.014 0.414
H 0.961 5.476 -3.697 -0.016 -0.041 -0.016 0.420
H -1.054 6.901 -3.499 0.003 0.005 0.004 0.391
H -2.583 6.595 -1.575 -0.007 -0.001 0.010 0.388
H -2.118 4.860 0.117 0.006 -0.017 0.005 0.676
F -2.199 1.431 -5.929 -0.035 -0.026 -0.024 -0.367
C -1.312 1.241 -4.932 0.186 -0.053 0.155 0.315
C -1.726 1.342 -3.619 -0.372 0.131 0.179 -0.696
C -0.801 1.190 -2.601 0.329 -0.025 0.389 0.255
C 0.545 0.938 -2.902 -0.127 0.013 -0.018 0.324
C 0.897 0.791 -4.240 -0.221 0.058 -0.037 0.551
F 2.163 0.468 -4.603 0.062 0.024 0.083 -0.379
C -0.008 0.942 -5.270 0.016 0.026 -0.112 -0.914
C 1.531 0.887 -1.804 0.167 -0.013 -0.007 0.062
C 2.870 1.248 -1.971 0.102 -0.013 0.060 -0.618
C 3.708 1.260 -0.871 -0.121 -0.021 -0.040 -0.834
C 3.201 0.904 0.369 0.059 -0.051 -0.034 -0.977
C 1.867 0.551 0.449 0.112 -0.057 0.104 -0.288
N 1.060 0.547 -0.606 -0.001 0.300 0.166 1.034
H -2.769 1.543 -3.408 0.019 0.020 0.038 0.459
H 0.299 0.833 -6.300 0.006 -0.016 0.005 0.508
H 3.245 1.536 -2.940 -0.051 -0.015 -0.034 0.574
H 4.745 1.552 -0.984 0.004 0.013 0.013 0.405
H 3.823 0.907 1.254 -0.039 -0.018 0.036 0.545
H 1.407 0.271 1.387 0.025 0.053 -0.009 -0.026
S -5.322 0.078 1.551 0.065 0.079 -0.356 -0.653
Sb -5.399 0.930 -0.567 -0.096 -0.596 0.250 0.357
S -3.568 2.510 -0.611 0.629 -0.428 0.087 -0.502
S -2.570 -1.450 -1.052 0.708 0.289 0.710 -0.012
S -4.211 -0.903 -2.039 -0.687 0.739 -0.240 -0.379
C 2.998 -4.356 0.467 0.164 -0.007 0.015 -0.900
N 1.780 -4.875 -0.103 -0.288 0.034 -0.103 0.408
C 0.869 -4.123 -0.793 0.096 -0.090 -0.066 -0.385
Se 1.004 -2.386 -1.252 0.092 0.072 0.055 -0.354
N -0.157 -4.958 -1.113 0.070 -0.039 0.087 0.135
C 0.104 -6.243 -0.681 0.149 -0.153 0.115 0.262
C -0.586 -7.436 -0.802 -0.055 0.064 -0.053 -0.771
C 0.013 -8.579 -0.289 -0.030 -0.029 -0.013 -0.429
C 1.255 -8.528 0.336 0.036 -0.017 0.046 -0.585
C 1.942 -7.329 0.477 0.036 0.084 0.006 -0.663
C 1.351 -6.190 -0.043 -0.118 -0.163 -0.029 0.734
H 2.909 -3.273 0.520 -0.018 -0.002 -0.010 0.200
H 3.861 -4.605 -0.155 -0.013 -0.020 0.003 0.297
H 3.140 -4.764 1.468 -0.032 -0.028 -0.011 0.360
H -0.978 -4.620 -1.587 0.002 0.046 -0.017 0.211
H -1.553 -7.479 -1.286 0.000 0.008 -0.015 0.406
H -0.491 -9.531 -0.387 -0.025 0.008 0.019 0.376
H 1.697 -9.438 0.718 -0.009 -0.003 0.012 0.371
H 2.908 -7.290 0.962 0.011 0.010 -0.003 0.379
```
Forces are in eV/Å.

---

2.
Density functional theory data (ωB97M-V with the def2-TZVPD basis set) for a molecular structure, C34H32F6N3O4P2S3Ta in a non-equilibrium geometry.

Calculated values
Charge: +3
⟨S²⟩: 0.7538
Orbital gap (spin up / spin down) in eV: 5.7 / 5.9
2S+1: 2
Energy in eV: -117357.252
HOMO (spin up / spin down) in eV: -15.689 / -15.689

```
85
Properties=species:S:1:pos:R:3:forces:R:3:mulliken_charge:R:1
Ta -0.181 -0.603 -0.228 -0.956 1.026 0.372 1.967
C -4.005 2.901 -2.324 -0.079 0.005 0.068 -1.221
C -2.192 2.907 -0.074 -0.002 -0.149 0.045 -0.167
C -0.759 3.414 -0.032 -0.020 0.001 -0.004 -1.298
C -2.599 1.999 1.089 -0.164 0.092 -0.176 -0.784
C -2.990 2.838 2.312 0.019 0.003 0.010 -0.463
O -2.458 2.070 3.394 -0.042 -0.134 -0.027 -0.400
C -1.703 1.095 2.894 0.046 0.202 0.044 0.283
N -1.577 1.051 1.601 0.027 -0.311 -0.088 0.375
C -1.223 0.172 3.934 0.002 -0.054 0.010 0.493
C -1.813 0.251 5.200 -0.021 0.027 -0.045 -0.993
C -1.474 -0.651 6.193 0.046 -0.063 0.009 -0.873
C -0.542 -1.650 5.944 -0.046 0.046 0.009 -0.821
C 0.065 -1.725 4.701 -0.037 0.062 -0.047 -0.874
C -0.276 -0.822 3.696 0.035 -0.039 -0.035 1.442
P 0.738 -0.894 2.212 0.007 -0.409 0.036 0.286
C 0.310 -2.507 1.465 0.231 -0.080 0.195 0.574
C 1.086 -3.610 1.088 0.224 0.229 -0.020 -0.674
C 0.523 -4.641 0.354 0.200 -0.039 0.046 -0.744
C -0.799 -4.584 -0.069 -0.186 -0.021 -0.093 -0.796
C -1.590 -3.505 0.284 -0.018 0.101 -0.019 -0.328
C -1.047 -2.476 1.066 -0.348 -0.117 0.126 -1.086
C 2.398 -0.565 2.761 0.156 -0.038 0.004 1.376
C 3.307 -1.541 3.170 -0.055 -0.044 0.021 -0.141
C 4.537 -1.154 3.673 0.004 0.002 0.002 -0.861
C 4.855 0.195 3.777 0.011 -0.012 0.008 -0.671
C 3.947 1.165 3.379 -0.017 0.000 -0.008 -0.794
C 2.715 0.789 2.867 0.014 0.009 -0.034 -0.663
H -4.792 2.788 -1.581 0.009 0.001 0.005 0.460
H -4.274 2.408 -3.257 0.026 0.000 -0.003 0.468
H -3.773 3.949 -2.510 -0.012 0.003 -0.013 0.492
H -2.900 3.740 -0.086 0.020 0.021 -0.054 0.798
H -0.041 2.597 -0.112 0.001 0.020 0.018 0.003
H -0.583 3.911 0.922 -0.017 0.006 0.009 0.436
H -0.569 4.140 -0.822 0.016 -0.010 -0.004 0.492
H -3.475 1.420 0.791 0.119 0.019 0.110 0.510
H -4.067 2.908 2.448 0.005 0.053 -0.026 0.328
H -2.558 3.840 2.340 0.087 -0.045 0.007 0.370
H -2.549 1.013 5.406 0.009 0.005 -0.023 0.557
H -1.944 -0.574 7.164 0.005 -0.010 0.005 0.457
H -0.279 -2.359 6.716 -0.005 0.003 0.008 0.497
H 0.821 -2.480 4.523 0.003 -0.010 0.000 0.414
H 2.133 -3.656 1.354 -0.006 -0.008 0.005 0.354
H 1.128 -5.501 0.096 0.018 0.006 0.011 0.515
H -1.214 -5.394 -0.653 -0.008 0.003 -0.005 0.505
H -2.633 -3.470 -0.003 -0.008 0.004 0.025 0.572
H -1.721 -1.739 1.510 -0.018 -0.074 0.033 0.602
H 3.064 -2.595 3.112 -0.002 0.002 0.002 0.328
H 5.246 -1.905 3.994 0.003 -0.003 -0.003 0.486
H 5.817 0.489 4.176 0.002 0.003 0.000 0.445
H 4.199 2.213 3.466 -0.004 0.005 0.000 0.468
H 2.008 1.548 2.550 0.006 0.007 -0.005 0.294
S 0.553 0.011 -6.770 -0.040 -0.059 -0.226 -0.155
C 0.272 0.088 -5.090 0.012 -0.053 0.208 1.440
C -0.382 -1.016 -4.501 -0.017 -0.002 -0.017 -1.310
C -0.604 -1.032 -3.160 0.018 -0.022 0.110 -0.430
N -0.196 -0.042 -2.312 0.131 -0.029 -0.533 0.819
C 0.433 1.022 -2.883 0.050 -0.154 0.042 -1.018
C 0.654 1.133 -4.224 0.030 0.023 -0.068 -0.851
C 1.376 1.541 -7.140 -0.010 0.139 0.077 0.118
C 0.636 2.699 -7.351 0.007 -0.129 -0.010 -0.030
C 1.334 3.859 -7.653 0.057 0.064 -0.026 -0.398
N 2.660 3.909 -7.754 -0.063 0.006 0.000 -0.518
C 3.345 2.788 -7.579 0.091 -0.011 0.001 -0.396
C 2.754 1.567 -7.267 -0.021 -0.010 0.034 -0.005
H -0.718 -1.850 -5.104 0.008 0.005 -0.007 0.509
H -1.119 -1.876 -2.714 -0.027 -0.004 0.006 0.429
H 0.792 1.786 -2.210 -0.024 0.029 -0.001 0.533
H 1.161 2.009 -4.605 0.003 0.009 -0.017 0.494
H -0.444 2.691 -7.309 -0.016 0.024 0.010 0.457
H 0.806 4.788 -7.832 -0.025 0.001 0.004 0.391
H 4.421 2.858 -7.690 -0.004 -0.004 -0.001 0.384
H 3.355 0.678 -7.139 -0.003 -0.006 -0.002 0.431
F 1.337 0.592 -0.332 0.037 0.292 0.212 -0.724
P 3.214 -0.635 -1.067 0.744 -0.242 -0.062 1.015
F 4.346 -1.565 -1.484 -0.066 0.043 -0.068 -0.235
F 3.924 0.333 -0.087 -0.102 -0.042 0.042 -0.277
F 3.238 0.449 -2.184 -0.076 -0.031 0.017 -0.253
F 1.989 -1.335 -1.848 -0.018 -0.108 -0.097 -0.324
F 2.655 -1.461 0.187 0.251 0.031 0.009 -0.019
O -3.295 -0.335 -2.800 0.071 -0.025 0.033 -0.573
S -3.280 0.125 -1.460 0.070 -0.119 0.039 1.277
O -4.467 0.226 -0.695 -0.027 0.035 0.039 -0.551
O -2.161 -0.495 -0.623 -0.306 -0.061 -0.169 -0.494
S -2.479 2.139 -1.741 -0.014 0.113 -0.084 0.267
```
Forces are in eV/Å.

---

3.
Density functional theory data (ωB97M-V with the def2-TZVPD basis set) for a molecular structure, C34H32InO2PS6.

Calculated values
Energy relative to the best compared isomer or geometry (same formula, charge and spin) in kcal/mol: 60.0
Orbital gap (spin up / spin down) in eV: 6.8 / 4.6
2S+1: 1
Energy in eV: -119344.482
HOMO (spin up / spin down) in eV: -7.168 / -5.884

```
76
Properties=species:S:1:pos:R:3:forces:R:3:mulliken_charge:R:1
In 1.021 -0.518 -1.326 0.298 -0.350 -0.212 0.598
O 0.601 2.284 0.538 0.024 0.104 0.071 -0.300
S 0.668 2.797 1.936 -0.150 0.074 -0.015 -0.060
C 2.357 2.382 2.540 0.021 -0.035 -0.026 -0.402
C 2.528 1.734 3.913 0.009 0.023 -0.057 -1.089
C 2.477 0.207 3.919 0.042 -0.048 0.079 0.712
C 3.730 -0.468 3.346 -0.048 -0.001 -0.013 -1.053
S 3.473 -1.272 1.720 0.028 -0.149 -0.137 0.126
O 2.310 -0.571 1.074 0.092 0.142 0.247 -0.340
C 2.862 -2.837 2.324 -0.133 0.077 0.046 0.717
C 3.723 -3.921 2.352 0.002 0.004 -0.016 -0.476
C 3.255 -5.144 2.813 -0.004 -0.015 -0.013 -0.556
C 1.937 -5.270 3.227 0.006 0.011 0.018 -0.509
C 1.079 -4.178 3.179 0.010 0.014 0.008 -0.769
C 1.538 -2.954 2.722 0.017 -0.049 0.011 -0.381
C -0.353 1.707 2.926 0.086 -0.167 -0.025 0.086
C -0.803 2.114 4.173 0.009 -0.001 -0.008 -0.249
C -1.600 1.258 4.921 0.007 -0.017 0.007 -0.585
C -1.958 0.018 4.408 -0.006 0.022 0.008 -0.671
C -1.532 -0.365 3.142 0.000 -0.019 -0.019 -0.545
C -0.728 0.482 2.394 -0.049 0.017 -0.015 -0.344
H 2.876 3.341 2.517 -0.022 0.006 -0.094 0.477
H 2.725 1.764 1.719 0.046 -0.096 0.055 0.080
H 1.770 2.109 4.603 0.004 0.040 0.007 0.322
H 3.487 2.064 4.323 0.011 -0.020 0.002 0.553
H 1.601 -0.123 3.364 -0.059 -0.023 -0.004 -0.863
H 2.345 -0.130 4.948 -0.009 -0.014 -0.023 0.575
H 4.079 -1.273 3.991 0.086 0.020 0.006 0.470
H 4.560 0.227 3.207 -0.076 0.078 -0.042 0.541
H 4.741 -3.817 1.997 0.007 0.006 -0.006 0.394
H 3.913 -6.002 2.826 0.008 -0.002 0.012 0.406
H 1.571 -6.226 3.577 -0.003 -0.010 -0.012 0.395
H 0.045 -4.286 3.481 -0.005 -0.001 0.002 0.440
H 0.872 -2.104 2.642 -0.001 0.008 -0.015 0.307
H -0.539 3.094 4.555 0.002 0.003 0.006 0.560
H -1.950 1.562 5.899 -0.006 0.007 -0.002 0.413
H -2.586 -0.644 4.990 -0.003 -0.004 0.004 0.421
H -1.827 -1.323 2.733 -0.012 0.005 -0.015 0.580
H -0.386 0.213 1.403 0.037 -0.013 -0.045 0.376
C -4.590 -0.966 -0.907 0.003 0.010 0.021 -0.565
C -4.101 0.170 -0.273 -0.010 -0.032 -0.023 -0.712
C -3.010 0.840 -0.801 0.057 0.002 0.028 -0.383
C -2.409 0.403 -1.985 0.035 0.008 0.004 0.483
C -2.898 -0.743 -2.605 -0.035 0.011 -0.048 -0.389
C -3.982 -1.424 -2.065 0.024 0.003 -0.008 -0.710
P -0.906 1.280 -2.543 -0.247 0.071 0.218 0.622
C -1.519 2.852 -3.238 0.114 -0.021 -0.024 0.329
C -0.584 3.653 -3.897 -0.010 -0.002 0.009 -0.433
C -0.944 4.894 -4.395 -0.017 -0.003 -0.005 -0.617
C -2.241 5.361 -4.225 0.007 0.002 -0.014 -0.448
C -3.171 4.580 -3.558 0.014 -0.016 0.007 -0.660
C -2.813 3.330 -3.066 -0.052 -0.033 -0.055 -0.244
C -0.286 0.303 -3.935 0.042 -0.051 -0.137 -0.059
C -0.730 0.435 -5.254 -0.001 0.001 0.038 -0.215
C -0.207 -0.390 -6.234 0.036 -0.042 0.023 -0.661
C 0.749 -1.343 -5.896 -0.027 0.017 -0.053 -0.654
C 1.186 -1.474 -4.586 0.118 0.015 0.072 -0.339
C 0.686 -0.646 -3.583 -0.168 0.137 0.221 0.101
H -5.436 -1.498 -0.492 0.000 -0.003 0.006 0.395
H -4.561 0.525 0.641 0.004 0.002 0.005 0.447
H -2.608 1.706 -0.285 0.021 0.003 -0.001 0.544
H -2.427 -1.110 -3.508 0.008 -0.008 0.003 0.361
H -4.347 -2.319 -2.552 -0.007 0.000 -0.009 0.407
H 0.433 3.299 -4.021 0.003 -0.003 -0.002 0.402
H -0.210 5.501 -4.910 0.002 -0.001 -0.007 0.390
H -2.525 6.331 -4.613 0.004 0.008 0.010 0.374
H -4.183 4.939 -3.420 -0.007 -0.005 -0.006 0.398
H -3.554 2.725 -2.559 0.005 -0.001 0.001 0.344
H -1.480 1.176 -5.506 0.005 0.006 0.011 0.422
H -0.544 -0.296 -7.259 0.004 0.003 -0.003 0.400
H 1.158 -1.989 -6.665 0.010 0.007 -0.001 0.391
H 1.942 -2.216 -4.356 -0.048 0.043 -0.022 0.261
S 0.300 -3.964 -2.020 -0.129 0.046 -0.028 -0.043
S 2.328 -4.164 -2.517 -0.015 -0.251 0.033 0.001
S 3.375 -2.860 -1.551 0.044 0.243 0.019 -0.152
S 0.224 -2.830 -0.374 -0.055 0.206 -0.061 -0.141
```
Forces are in eV/Å.